{"formula": "C4CaO4", "method": "the ωB97M-V functional and the def2-TZVPD basis", "elements": ["Ca", "O", "O", "O", "O", "C", "C", "C", "C"], "coordinates": [[-0.458, -1.383, 0.370], [-2.776, 1.342, 0.484], [-0.422, 0.999, -2.251], [0.610, 1.719, 1.707], [3.269, -2.014, -0.486], [0.278, 0.702, 1.307], [2.161, -1.906, -0.217], [-2.223, 0.337, 0.520], [-0.438, 0.204, -1.434]], "forces_ev_per_angstrom": [[0.1, -2.2, 0.4], [1.9, -3.7, 0.2], [-0.1, -2.4, 2.5], [-1.1, -3.3, -1.3], [-4.0, 0.3, 1.0], [2.0, 4.4, 2.1], [3.9, -0.3, -1.0], [-3.1, 4.2, 0.1], [0.4, 3.1, -3.9]], "mulliken_charge": [1.6111, 0.0178, 0.0317, 0.0293, 0.0545, 0.1318, -0.0228, 0.0168, 0.1297], "charge": 2, "homo_ha": -0.85241, "total_energy_ev": -30758.264, "lumo_energy_ha": -0.37654}